Computed, not measured: C6H17NO3Rb as an isolated structure at a distorted geometry, with wB97M-V/def2-TZVPD.

Computed properties:
- frontier orbital gap (Eh) = 0.3363
- relative energy (zero: lowest compared OMol25 entry of this formula, charge and spin) (kJ/mol) = 43.0
- charge = +1
- HOMO level (eV) = -12.30

Cartesian coordinates (Å):
Rb -15.5607 -14.3476 13.9489
C -13.2570 -18.3850 8.3257
O -14.0536 -17.8248 9.3528
C -14.9006 -16.8133 8.8756
C -15.7148 -16.3009 10.0285
N -15.0910 -15.2173 10.8573
C -13.6290 -15.2438 10.9826
C -13.0871 -13.8619 11.3086
O -13.1945 -13.5339 12.6713
C -12.3802 -12.4238 13.0246
H -12.6264 -19.1410 8.7867
H -12.6162 -17.6232 7.8667
H -13.8865 -18.8422 7.5566
H -15.5710 -17.1936 8.0940
H -14.3032 -15.9959 8.4380
H -15.9496 -17.1444 10.6844
H -16.6780 -15.9258 9.6839
H -15.3026 -14.3819 10.3170
H -13.1102 -15.5413 10.0665
H -13.2844 -15.9083 11.7800
H -13.6387 -13.1007 10.7190
H -12.0757 -13.7561 10.8945
H -12.6503 -12.1251 14.0342
H -12.5525 -11.5879 12.3402
H -11.3262 -12.7063 13.0072
O -14.7199 -12.5361 16.1665
H -14.5354 -11.5983 16.2796
H -15.0463 -12.8208 17.0266